(1)
C15H14N4O4S | wB97M-V/def2-TZVPD

Computed properties:
Relative energy (zero: lowest compared OMol25 entry of this formula, charge and spin) (kJ/mol): 319.3
E (a.u.): -1498.1201
Highest occupied orbital energy (hartree): -0.32544
Kohn-Sham gap (eV): 9.3
SMILES: Cc1cc(NC(=O)CSc2nnc(COc3ccccc3)o2)no1

Structure (ORCA input):
```
! wB97M-V def2-TZVPD RIJCOSX def2/J DEFGRID3
* xyz 0 1
C -0.904 -4.688 -0.911
C -0.893 -3.384 -1.616
C -1.105 -2.104 -1.186
C -0.961 -1.338 -2.370
N -1.061 0.028 -2.551
C -1.386 0.934 -1.589
O -1.647 0.651 -0.445
C -1.304 2.372 -2.077
S 0.467 2.835 -1.950
C 0.537 2.811 -0.218
N -0.299 3.359 0.604
N 0.114 3.035 1.838
C 1.184 2.318 1.713
C 1.990 1.705 2.807
O 2.306 0.360 2.561
C 1.290 -0.564 2.504
C -0.057 -0.285 2.688
C -0.983 -1.314 2.610
C -0.581 -2.613 2.361
C 0.766 -2.888 2.181
C 1.697 -1.872 2.247
O 1.518 2.141 0.418
N -0.688 -2.106 -3.400
O -0.645 -3.376 -2.936
H -0.441 -4.583 0.066
H -1.929 -5.031 -0.772
H -0.368 -5.426 -1.501
H -1.317 -1.747 -0.203
H -0.845 0.336 -3.489
H -1.868 3.038 -1.428
H -1.587 2.493 -3.120
H 2.959 2.213 2.874
H 1.445 1.841 3.749
H -0.406 0.716 2.884
H -2.029 -1.085 2.744
H -1.312 -3.406 2.310
H 1.097 -3.899 1.992
H 2.749 -2.065 2.108
*
```

***

(2)
C15H15AuBBrF2N3OS | wB97M-V/def2-TZVPD

Computed properties:
Relative energy (zero: lowest compared OMol25 entry of this formula, charge and spin) (kJ/mol): 15.8
E (a.u.): -4152.4414
Highest occupied orbital energy (spin up / spin down) (hartree): -0.37660 / -0.43819
Kohn-Sham gap (spin up / spin down) (eV): 7.6 / 7.6
Expectation value of S²: 2.0108

Structure (ORCA input):
```
! wB97M-V def2-TZVPD RIJCOSX def2/J DEFGRID3
* xyz 1 3
Au -0.953 -0.092 1.299
N -4.780 1.439 -0.150
C -3.509 1.200 0.184
O -3.121 0.042 0.441
C -2.544 2.356 0.214
C -1.534 2.215 1.324
H -5.428 0.672 -0.187
H -5.112 2.364 -0.348
H -3.082 3.304 0.307
H -2.047 2.368 -0.760
H -1.937 2.253 2.336
H -0.615 2.781 1.196
F -2.982 -0.838 3.423
B -1.680 -0.739 3.189
F -0.823 -0.892 4.199
Br 1.701 1.781 -0.592
C 0.591 0.673 -1.649
C 0.900 0.542 -2.990
C 0.089 -0.264 -3.769
C -0.995 -0.905 -3.191
C -1.224 -0.720 -1.843
N -0.438 0.063 -1.068
H 1.755 1.059 -3.404
H 0.305 -0.388 -4.826
H -1.654 -1.541 -3.772
H -2.059 -1.203 -1.340
S 3.479 0.292 2.807
C 1.770 0.298 2.823
N 1.199 -0.417 1.904
C 2.150 -1.047 1.083
C 1.881 -1.923 0.030
C 2.942 -2.452 -0.671
C 4.268 -2.132 -0.331
C 4.547 -1.292 0.726
C 3.467 -0.756 1.431
H 1.208 0.861 3.565
H 0.856 -2.188 -0.211
H 2.754 -3.142 -1.487
H 5.084 -2.568 -0.896
H 5.572 -1.061 1.003
*
```

***

(3)
C15H15BCl39O8 | wB97M-V/def2-TZVPD

Computed properties:
Relative energy (zero: lowest compared OMol25 entry of this formula, charge and spin) (kJ/mol): 29.2
E (a.u.): -19154.8929
Highest occupied orbital energy (hartree): -0.22473
Kohn-Sham gap (eV): 7.4

Structure (ORCA input):
```
! wB97M-V def2-TZVPD RIJCOSX def2/J DEFGRID3
* xyz -1 1
O 0.903 2.094 -1.609
C 1.429 3.022 -2.232
O 2.183 3.033 -3.201
O 1.043 4.345 -1.712
C 1.009 5.259 -2.687
O 1.874 6.035 -2.939
O -0.150 5.228 -3.424
O -1.230 5.453 -2.502
B -2.040 4.337 -2.402
O -2.016 3.318 -3.307
O -2.901 4.318 -1.298
H -1.987 2.479 -2.821
H -2.337 4.105 -0.540
C 4.573 -1.198 0.374
Cl 6.081 -1.967 -0.144
Cl 3.601 -2.311 1.346
Cl 4.921 0.282 1.272
H 3.999 -0.935 -0.510
C -0.962 -0.712 -4.127
Cl 0.732 -0.830 -3.679
Cl -1.829 0.219 -2.906
Cl -1.156 0.060 -5.705
H -1.372 -1.712 -4.171
C -2.971 -1.391 1.087
Cl -2.822 0.097 0.165
Cl -4.617 -1.592 1.700
Cl -2.491 -2.781 0.109
H -2.303 -1.328 1.937
C 0.280 -0.319 2.170
Cl 0.895 -1.743 3.009
Cl -0.393 -0.769 0.607
Cl -0.905 0.538 3.160
H 1.113 0.348 1.985
C -3.855 -6.306 2.165
Cl -2.902 -5.226 3.179
Cl -5.545 -5.798 2.134
Cl -3.192 -6.378 0.534
H -3.810 -7.300 2.591
C -4.231 -3.758 6.742
Cl -2.509 -3.878 7.111
Cl -5.068 -2.805 7.972
Cl -4.475 -3.072 5.140
H -4.646 -4.757 6.750
C 7.630 3.154 2.226
Cl 6.049 2.720 2.872
Cl 8.771 1.823 2.458
Cl 7.479 3.566 0.521
H 8.007 4.017 2.757
C 0.779 0.318 -8.913
Cl -0.860 0.967 -9.001
Cl 0.753 -1.446 -8.889
Cl 1.758 0.910 -10.256
H 1.235 0.651 -7.987
C 3.944 1.481 -5.051
Cl 5.380 0.880 -5.901
Cl 2.526 1.398 -6.117
Cl 3.650 0.615 -3.567
H 4.121 2.519 -4.795
C 8.078 3.663 -3.543
Cl 8.593 2.156 -2.782
Cl 6.883 3.346 -4.798
Cl 7.401 4.751 -2.332
H 8.944 4.125 -3.997
C -4.230 -8.018 7.533
Cl -5.568 -7.166 8.309
Cl -3.963 -7.389 5.906
Cl -2.763 -7.889 8.500
H -4.493 -9.063 7.454
C -5.524 2.830 -4.112
Cl -4.179 2.028 -4.902
Cl -6.998 2.723 -5.090
Cl -5.798 2.153 -2.505
H -5.276 3.877 -3.998
C -2.477 -0.390 9.718
Cl -3.815 0.402 10.558
Cl -2.218 0.333 8.134
Cl -1.004 -0.314 10.690
H -2.735 -1.431 9.577
*
```

***

(4)
C15H15Br36F4GaIO5P | wB97M-V/def2-TZVPD

Computed properties:
Relative energy (zero: lowest compared OMol25 entry of this formula, charge and spin) (kJ/mol): 159.7
E (a.u.): -96584.5681
Highest occupied orbital energy (hartree): -0.07169
Kohn-Sham gap (eV): 3.7

Structure (ORCA input):
```
! wB97M-V def2-TZVPD RIJCOSX def2/J DEFGRID3
* xyz -2 1
O 3.361 -1.151 3.908
C 3.066 -1.333 2.664
O 3.646 -0.472 1.733
Ga 1.793 -2.825 2.068
I 1.820 -2.881 -0.540
C -0.049 -2.436 2.926
F -0.352 -3.477 3.888
F -0.096 -1.166 3.620
C -1.292 -2.387 1.895
F -1.596 -3.688 1.348
F -1.057 -1.436 0.846
P 2.492 -4.935 2.839
O 1.380 -5.997 2.567
O 3.901 -5.556 1.998
O 2.799 -4.991 4.529
H -2.191 -2.003 2.491
H 3.646 -5.458 1.043
H 2.324 -5.778 4.893
C -2.713 -6.191 -0.980
Br -2.892 -7.740 0.175
Br -0.917 -6.021 -1.684
Br -4.047 -6.186 -2.391
H -2.897 -5.312 -0.364
C 7.168 -3.903 3.616
Br 8.715 -2.951 4.308
Br 5.567 -2.830 3.744
Br 7.487 -4.565 1.819
H 7.023 -4.773 4.251
C 0.291 2.025 -0.350
Br 1.184 3.574 -1.112
Br -1.471 1.762 -1.120
Br 1.374 0.425 -0.474
H 0.147 2.230 0.707
C -4.811 -0.212 -1.169
Br -5.563 0.743 0.342
Br -4.837 -2.131 -0.895
Br -5.668 0.288 -2.839
H -3.765 0.085 -1.246
C -3.646 4.874 -2.141
Br -4.490 3.151 -2.431
Br -2.578 5.423 -3.667
Br -4.943 6.233 -1.648
H -2.963 4.758 -1.301
C -1.137 5.818 1.644
Br -3.054 5.629 1.411
Br -0.679 7.521 2.455
Br -0.381 4.329 2.626
H -0.690 5.808 0.650
C -4.345 9.007 3.591
Br -5.798 8.040 4.435
Br -4.473 8.954 1.657
Br -4.207 10.825 4.254
H -3.422 8.498 3.863
C -3.625 0.921 -6.593
Br -5.555 0.771 -6.737
Br -3.093 2.585 -5.751
Br -2.847 -0.617 -5.703
H -3.230 0.935 -7.607
C 6.270 -8.736 1.625
Br 7.509 -9.404 2.968
Br 5.936 -6.829 1.803
Br 6.847 -9.197 -0.172
H 5.321 -9.244 1.794
C -4.665 8.733 -5.821
Br -6.113 7.450 -5.687
Br -3.703 8.912 -4.149
Br -3.473 8.322 -7.296
H -5.116 9.700 -6.035
C 0.062 7.282 -9.064
Br 1.461 6.800 -10.319
Br -0.313 5.844 -7.817
Br 0.456 8.947 -8.149
H -0.844 7.444 -9.644
C 6.496 -7.946 6.900
Br 7.496 -6.448 6.186
Br 4.720 -8.064 6.131
Br 7.473 -9.610 6.719
H 6.371 -7.765 7.966
*
```

***

(5)
C15H15Cl36N2O | wB97M-V/def2-TZVPD

Computed properties:
E (a.u.): -17331.8783
Highest occupied orbital energy (hartree): -0.46195
Kohn-Sham gap (eV): 10.0

Structure (ORCA input):
```
! wB97M-V def2-TZVPD RIJCOSX def2/J DEFGRID3
* xyz 1 1
N 1.098 0.760 -2.262
C 0.399 1.851 -1.603
C -0.482 2.572 -2.603
N -1.809 1.926 -2.913
C -1.863 0.414 -2.947
C -3.167 0.049 -3.632
O -4.293 0.548 -2.955
C -4.231 1.941 -2.764
C -2.954 2.360 -2.050
H 1.482 0.096 -1.605
H 1.846 1.100 -2.851
H 1.069 2.618 -1.196
H -0.163 1.481 -0.742
H -0.702 3.585 -2.267
H 0.053 2.641 -3.550
H -2.054 2.217 -3.862
H -1.822 0.045 -1.923
H -1.008 0.039 -3.498
H -3.227 -1.036 -3.688
H -3.111 0.422 -4.668
H -4.263 2.446 -3.744
H -5.104 2.249 -2.194
H -2.933 3.438 -1.900
H -2.875 1.839 -1.097
C 2.434 -0.513 1.393
Cl 2.992 -1.460 0.005
Cl 2.869 1.186 1.149
Cl 0.675 -0.655 1.486
Cl 3.152 -1.121 2.869
C -2.979 -2.381 1.157
Cl -3.758 -2.364 -0.429
Cl -1.529 -3.384 1.080
Cl -2.541 -0.713 1.587
Cl -4.083 -3.026 2.360
C 1.244 -1.533 -5.337
Cl 0.713 0.149 -5.607
Cl 2.986 -1.541 -5.116
Cl 0.475 -2.189 -3.883
Cl 0.788 -2.499 -6.731
C -5.453 -4.815 -3.396
Cl -4.819 -5.527 -4.878
Cl -5.007 -3.091 -3.350
Cl -7.206 -4.949 -3.365
Cl -4.763 -5.635 -1.999
C -1.460 2.392 4.128
Cl -0.146 3.459 4.618
Cl -1.151 0.793 4.789
Cl -3.008 3.003 4.700
Cl -1.474 2.291 2.353
C 2.494 -4.644 5.195
Cl 1.653 -4.211 3.701
Cl 3.771 -3.460 5.512
Cl 1.347 -4.641 6.533
Cl 3.209 -6.245 5.025
C 6.341 1.090 -4.237
Cl 4.603 1.355 -3.980
Cl 7.255 2.014 -3.051
Cl 6.684 -0.631 -4.048
Cl 6.769 1.608 -5.863
C 1.307 -0.168 8.229
Cl 2.937 -0.724 7.840
Cl 1.035 1.405 7.481
Cl 0.126 -1.326 7.597
Cl 1.125 -0.040 9.976
C 4.233 3.460 5.271
Cl 3.707 1.835 4.815
Cl 4.749 3.465 6.954
Cl 5.567 3.962 4.232
Cl 2.878 4.582 5.066
*
```

***

(6)
C15H15F2NO2S | wB97M-V/def2-TZVPD

Computed properties:
Relative energy (zero: lowest compared OMol25 entry of this formula, charge and spin) (kJ/mol): 0.4
E (a.u.): -1383.7380
Highest occupied orbital energy (hartree): -0.33984
Kohn-Sham gap (eV): 9.9
SMILES: O=S(=O)(NCCCc1ccccc1)c1ccc(F)c(F)c1

Structure (ORCA input):
```
! wB97M-V def2-TZVPD RIJCOSX def2/J DEFGRID3
* xyz 0 1
O -3.639 -2.183 -0.212
S -2.919 -1.041 0.268
O -3.319 -0.431 1.502
N -2.917 0.072 -0.984
C -2.839 1.472 -0.598
C -1.459 1.760 -0.014
C -0.355 1.530 -1.048
C 1.000 1.219 -0.472
C 1.920 0.522 -1.250
C 3.178 0.216 -0.767
C 3.539 0.598 0.514
C 2.637 1.297 1.295
C 1.380 1.611 0.805
C -1.185 -1.493 0.388
C -0.512 -1.343 1.584
C 0.820 -1.711 1.673
C 1.455 -2.226 0.557
F 2.740 -2.591 0.638
C 0.766 -2.375 -0.645
F 1.392 -2.870 -1.720
C -0.566 -2.012 -0.731
H -3.682 -0.137 -1.607
H -3.604 1.707 0.151
H -3.011 2.079 -1.490
H -1.318 1.100 0.841
H -1.441 2.791 0.345
H -0.653 0.698 -1.690
H -0.271 2.415 -1.688
H 1.643 0.217 -2.250
H 3.874 -0.330 -1.386
H 4.517 0.351 0.899
H 2.913 1.607 2.293
H 0.697 2.169 1.426
H -1.043 -0.943 2.434
H 1.375 -1.607 2.591
H -1.113 -2.138 -1.650
*
```